Formula: C7H15N3O
Source: OMol25
Level of theory: ωB97M-V/def2-TZVPD

The value obtained for the energy above the lowest of the compared OMol25 structures with the same formula, charge and spin is 1.8415 eV. Its total charge is +2. Its highest occupied orbital energy is -16.858 eV. Its energy is -514.54326 Ha.

Last column: natural (NBO) charge in e.
Geometry (Å):
1 O 0.57852 -1.83992 -0.89407  -0.6662
2 N 0.76242 0.44981 -0.68625  -0.5075
3 N 3.06570 0.11447 1.01763  -0.5401
4 N -3.20488 -1.82048 0.55871  -0.6179
5 C -3.23837 1.42702 -1.16980  -0.1587
6 C 1.34348 1.64456 -0.10735  -0.2471
7 C -2.85639 -0.93320 -0.30139  0.2855
8 C 2.86194 1.36214 0.12757  -0.2122
9 C -3.58288 0.36922 -0.40860  -0.3258
10 C 1.11650 -0.75799 -0.40046  0.5682
11 C 2.25022 -1.02632 0.65046  -0.3577
12 H 3.30971 2.22044 0.58839  0.2573
13 H -2.20803 1.56269 -1.53021  0.2318
14 H 2.75299 0.24589 2.04681  0.4595
15 H -4.51522 0.26579 0.07467  0.2321
16 H -1.92668 -1.26666 -0.79132  0.2302
17 H 0.29757 -1.63943 -1.85011  0.5314
18 H 2.83459 -1.90448 0.28697  0.2811
19 H 4.15396 -0.01348 1.07159  0.4860
20 H 1.11566 2.51497 -0.74198  0.2628
21 H 1.55393 -1.46530 1.51003  0.2648
22 H -4.04799 -1.86051 1.10881  0.4365
23 H 0.99337 1.73308 0.89651  0.2022
24 H -3.98393 2.17647 -1.19159  0.2419
25 H 3.15832 0.98404 -0.78606  0.2241
26 H -2.58451 -2.54281 0.92106  0.4376

***

Formula: C3H4FN
Source: OMol25
Level of theory: ωB97M-V/def2-TZVPD

The value obtained for the energy above the lowest of the compared OMol25 structures with the same formula, charge and spin is 6.3551 eV. Its highest occupied orbital energy is -7.691 eV. Its energy is -271.06965 Ha.

Last column: natural (NBO) charge in e.
Geometry (Å):
1 F 2.62677 -0.94093 -0.23723  -0.3408
2 N -1.11627 0.26820 -0.18175  -0.2930
3 C -1.78705 -0.82524 -0.00794  -0.2821
4 C 2.39065 0.32420 0.11020  0.2548
5 C -0.22880 0.98123 -0.56726  0.0389
6 H -0.23231 2.12668 -0.65061  0.2026
7 H 2.54356 0.41826 1.27790  0.0344
8 H -2.29357 -1.21525 -0.77153  0.1910
9 H -1.90297 -1.13715 1.02823  0.1942

***

Formula: C19H12Co2NO6
Source: OMol25
Level of theory: ωB97M-V/def2-TZVPD

The value obtained for the energy above the lowest of the compared OMol25 structures with the same formula, charge and spin is 0.9321 eV. Its total charge is -1. Its highest occupied orbital energy is -3.388 eV. Its energy is -4002.87678 Ha.

Last column: natural (NBO) charge in e.
Geometry (Å):
1 Co 2.67211 -0.75176 1.10558  -0.0097
2 Co 1.67987 1.91947 1.28592  -0.1114
3 O 0.17284 1.48848 -1.19026  -0.5184
4 O 5.49417 -0.15048 0.74334  -0.5464
5 O 0.95134 4.65526 2.05967  -0.5282
6 O 2.77091 -2.80120 3.13709  -0.5519
7 O 4.22797 2.99366 0.28647  -0.5291
8 O 1.49967 -2.24263 -1.12141  -0.5842
9 N -0.37922 -2.06727 -3.09447  -0.5021
10 C -2.52766 -1.03893 0.31908  -0.2219
11 C -0.17389 -0.83168 -4.95695  -0.3174
12 C 3.23025 2.54703 0.65661  0.5289
13 C 0.64830 0.97448 2.41297  0.0903
14 C 2.75346 -2.00831 2.29274  0.5408
15 C -0.61661 0.93846 2.88259  -0.4737
16 C 1.95361 -1.60370 -0.25850  0.4455
17 C -4.05574 0.50704 1.37445  -0.2198
18 C 4.36118 -0.36289 0.85950  0.4512
19 C 1.95984 0.56686 2.45400  -0.5878
20 C -1.19281 -0.96418 -2.92371  -0.0669
21 C -3.82088 -0.53218 0.46211  -0.2679
22 C 0.74344 1.61258 -0.18999  0.5290
23 C 0.25702 -1.99710 -4.31829  -0.0845
24 C -1.09794 -0.18285 -4.07490  -0.3134
25 C -1.71301 0.48137 2.05525  -0.0290
26 C 1.18657 3.55941 1.78791  0.5673
27 C -1.48139 -0.48918 1.05226  -0.1860
28 C -3.03290 0.99301 2.18337  -0.2146
29 H -1.79975 -0.82792 -2.04224  0.2237
30 H 2.59339 0.53424 3.35153  0.2027
31 H -0.45270 -0.82151 0.88044  0.2113
32 H -0.81399 1.32714 3.88613  0.2207
33 H -0.21940 -2.79886 -2.41449  0.4260
34 H 0.13648 -0.48052 -5.93059  0.2102
35 H -5.06296 0.90597 1.47580  0.1981
36 H -1.62236 0.74241 -4.25870  0.2157
37 H -4.62821 -0.93370 -0.15022  0.2009
38 H -3.21994 1.76492 2.93393  0.1993
39 H 0.94520 -2.76727 -4.64252  0.2039
40 H -2.32626 -1.85765 -0.37152  0.1989

***

Formula: C47H60BrF5N6O3RuSSiTe
Source: OMol25
Level of theory: ωB97M-V/def2-TZVPD

As for the multiplicity: 6. The value obtained for the energy above the lowest of the compared OMol25 structures with the same formula, charge and spin is 2.9270 eV. Its total charge is -1. Its highest occupied orbital energy (spin up / spin down) is -5.425 / -5.423 eV. Its energy is -6505.25373 Ha.

Last column: Mulliken charge in e.
Geometry (Å):
1 Te 0.63420 -2.52450 -2.10390  1.2149
2 Ru 0.39080 0.44190 0.15810  0.2678
3 Br 2.15790 3.34270 4.47050  -0.1354
4 S -1.99220 -1.24860 1.53910  -0.1380
5 Si 3.14780 -1.27070 -1.00250  0.0183
6 F 1.10300 -4.00470 -3.57190  -0.4364
7 F 1.70570 -1.19430 -3.44090  -0.6446
8 F 0.88420 -4.27710 -0.72930  -0.6500
9 F -0.98200 -3.73980 -2.14100  -0.5531
10 F -0.53600 -1.94700 -3.56620  -0.4224
11 O 2.08520 2.27830 1.76910  -0.3936
12 O -0.24290 -1.50600 -0.85640  0.1234
13 O 1.80350 0.07870 1.72150  1.3754
14 N -1.95140 -3.57810 0.26050  0.1303
15 N -1.91570 3.35470 -2.16740  0.2906
16 N -0.86410 1.45790 -1.26600  1.7407
17 N 2.13630 0.15320 -1.12260  1.6493
18 N -1.10640 3.42370 -0.02190  0.4105
19 N -0.31970 -3.29380 1.81120  0.0593
20 C -5.38030 5.66870 -1.88260  -0.6662
21 C 4.79480 -0.45340 -0.38910  -1.4994
22 C -0.29100 -2.49320 4.16600  -0.9062
23 C -4.54740 5.76960 -2.98370  -0.8058
24 C -1.10200 2.04700 3.90080  -1.4702
25 C 3.95780 1.47220 5.60000  -0.5717
26 C -2.47130 -0.07770 -2.15840  -0.7346
27 C -0.63920 1.22650 2.89000  0.2246
28 C -3.12710 -0.68710 -3.20720  -0.5086
29 C 2.30680 1.14550 2.18630  0.0330
30 C -2.50190 5.09740 -4.28630  -1.4418
31 C 3.20280 1.76570 4.47500  0.0947
32 C -4.29890 -4.16610 0.48690  -1.0202
33 C 0.42780 -2.57010 2.81660  -0.0186
34 C -2.72140 -0.43790 -4.50760  -1.1324
35 C 3.86650 -2.46300 -2.32360  -1.3847
36 C -1.44490 3.81430 2.31420  1.7464
37 C -5.66440 -4.28650 2.62040  -1.5709
38 C -0.58540 1.63860 1.55780  -0.0287
39 C -1.38180 0.75490 -2.39340  -0.7064
40 C -3.90860 4.03940 -0.93100  -0.2211
41 C -4.50250 -3.61400 1.89670  0.5303
42 C -5.05920 4.80090 -0.85510  -1.0780
43 C 3.99740 -0.22220 3.41600  0.0473
44 C 3.52240 3.59690 -3.02220  -0.9236
45 C 2.60120 -2.42480 0.41060  -0.0956
46 C -0.78180 -3.57510 6.37460  -1.3520
47 C 3.19890 0.91460 3.38020  -0.2242
48 C -1.29010 2.67900 -1.13380  -0.8099
49 C -3.06700 4.13950 -2.03560  0.0608
50 C 0.26240 1.82220 -4.00840  -1.1076
51 C -1.02130 2.94220 1.29860  -0.3478
52 C -3.38880 5.01640 -3.08100  0.7090
53 C 3.42870 1.19950 -2.87510  -0.1958
54 C -1.84800 5.23470 2.01730  -1.7828
55 C -1.63950 0.38670 -4.74270  -1.0383
56 C 3.88900 2.34060 -3.48830  -0.6515
57 C -0.20400 -3.78110 4.97900  -0.3509
58 C 2.18470 2.54980 -1.31250  -0.7509
59 C 4.76750 -0.51330 4.52540  -1.0390
60 C -1.49280 3.34220 3.61420  -0.9597
61 C -0.94380 0.98880 -3.70020  1.0315
62 C -3.25790 -3.36610 -0.30330  -0.3182
63 C 2.56770 1.26160 -1.75600  0.2988
64 C 2.66250 3.68350 -1.93490  -0.6268
65 C -1.36670 -2.78150 1.14580  -0.3263
66 C 4.73420 0.32890 5.62690  -0.5007
67 H 4.73160 -2.95710 -1.88870  0.4344
68 H -1.82220 3.99530 4.41060  0.3201
69 H 0.16180 -4.04420 1.32810  0.3432
70 H -1.14210 1.67850 4.91810  0.5051
71 H -0.74210 -4.58110 4.46790  0.3068
72 H -3.50990 -2.30330 -0.27460  -0.0571
73 H 2.83930 -3.45620 0.16390  0.6049
74 H 5.32040 0.10640 6.50860  0.3710
75 H 4.00360 -0.85920 2.54550  0.1293
76 H -5.71410 4.70310 -0.00220  0.4258
77 H -1.38280 4.39110 -0.11000  0.3805
78 H -1.33720 -4.18460 -0.27720  0.3563
79 H 0.61580 -1.55140 2.45880  -0.8906
80 H -2.75870 5.27200 1.41650  0.2786
81 H -3.97210 -5.20610 0.54460  0.3177
82 H 5.41070 -0.13260 -1.21970  0.4030
83 H 3.90000 4.49250 -3.49910  0.3931
84 H 2.37630 4.65810 -1.56260  0.4987
85 H -4.68080 -2.53820 1.84320  0.2405
86 H 1.52760 -2.34760 0.53780  -0.8171
87 H -3.59140 -3.75670 2.48000  -0.0396
88 H 0.84310 -4.08580 5.06630  0.2961
89 H -1.46320 5.24350 -3.99100  0.2953
90 H -1.33520 -2.22220 4.00030  0.2473
91 H -1.83000 -3.28860 6.31560  0.2970
92 H -5.79880 -3.84700 3.60780  0.4029
93 H -0.32250 0.23140 3.16130  0.4624
94 H 3.12890 -3.21240 -2.59200  0.5325
95 H 0.17670 -1.69220 4.74430  0.4624
96 H 5.37030 -1.16040 0.19760  0.4746
97 H -3.21400 -0.92260 -5.33690  0.3643
98 H -1.79050 2.92990 -3.07920  0.4337
99 H 1.38790 -3.06950 2.94680  0.7978
100 H -1.30470 0.55500 -5.75760  0.3806
101 H 3.93000 2.14240 6.44380  0.4256
102 H -3.23190 -3.69590 -1.34190  0.4060
103 H -6.59060 -4.16490 2.06030  0.3663
104 H -4.80240 6.44790 -3.78570  0.3930
105 H 4.18740 -1.98090 -3.23940  0.3233
106 H -2.03080 5.76660 2.94860  0.4150
107 H 1.55870 2.63870 -0.42370  0.2426
108 H 3.06860 -2.18650 1.36010  0.2854
109 H -1.05150 5.75850 1.48900  0.3765
110 H -6.28290 6.25720 -1.83830  0.3919
111 H -2.78820 -0.22630 -1.13600  0.3083
112 H -2.55700 4.17200 -4.86210  0.2720
113 H 4.58880 0.41720 0.22190  0.3137
114 H -5.47440 -5.35270 2.74320  0.3301
115 H -5.24180 -4.13740 -0.06180  0.3689
116 H -2.80350 5.91500 -4.93610  0.4263
117 H -3.94880 -1.35620 -3.01210  0.4098
118 H 1.10160 1.14800 -4.17270  0.3702
119 H -0.24320 -2.78040 6.88840  0.3200
120 H 4.55600 2.25940 -4.33750  0.4301
121 H -0.70170 -4.48320 6.96880  0.4168
122 H -3.68130 3.33060 -0.15080  0.8092
123 H 5.38830 -1.39620 4.53650  0.4269
124 H 0.11470 2.41520 -4.91160  0.5823
125 H 0.52530 2.48410 -3.18690  -0.0955
126 H 3.69400 0.23030 -3.26510  0.2180

***

Formula: C3HNOS2
Source: OMol25
Level of theory: ωB97M-V/def2-TZVPD

The value obtained for the energy above the lowest of the compared OMol25 structures with the same formula, charge and spin is 1.9049 eV. The SMILES is N#CC(=O)C(=S)S. Its highest occupied orbital energy is -9.787 eV. Its energy is -1041.20195 Ha.

Last column: natural (NBO) charge in e.
Geometry (Å):
1 S 1.00991 -1.06863 1.39824  0.0942
2 S 0.21693 1.79238 1.26896  0.1978
3 O -1.27993 0.81440 -1.22816  -0.4158
4 N -0.53982 -1.99930 -2.21544  -0.1920
5 C 0.41032 0.25083 0.63223  -0.4430
6 C -0.34790 -1.08758 -1.47749  0.1551
7 C -0.46546 0.07120 -0.73847  0.4212
8 H 0.99595 1.22670 2.36013  0.1825

***

Formula: C21H22BrCoIN3
Source: OMol25
Level of theory: ωB97M-V/def2-TZVPD

As for the multiplicity: 5. Its total charge is +2. Its highest occupied orbital energy (spin up / spin down) is -13.744 / -14.414 eV. Its energy is -5231.42287 Ha.

Last column: natural (NBO) charge in e.
Geometry (Å):
1 I 0.55647 1.49139 -3.31548  -0.4130
2 Br -4.39135 -4.68882 -3.98127  0.2267
3 Co -0.66027 1.32864 -1.21504  0.9325
4 N -0.15347 2.84843 -0.22270  -0.5388
5 N -1.26199 -0.42197 -1.07340  -0.5487
6 N 2.06567 -0.54055 -0.08244  -0.3672
7 C -1.94914 -1.39503 -1.72787  0.2574
8 C 2.65552 -1.17954 -1.27765  -0.4260
9 C 0.95113 -1.37633 0.45467  -0.2204
10 C -0.11380 -0.62893 1.25775  -0.1041
11 C -0.30351 -1.00467 2.65108  -0.1435
12 C -2.19572 -1.28851 -3.11366  -0.1831
13 C 1.65875 4.34610 0.18615  -0.1868
14 C -1.38792 -0.25968 0.29896  -0.0378
15 C -2.90778 -2.25365 -3.77707  -0.2102
16 C 0.55632 3.93235 -0.53880  0.1177
17 C 3.10068 -0.28217 0.93544  -0.4223
18 C -3.37471 -3.37668 -3.08419  -0.0115
19 C 2.07553 3.58777 1.29825  -0.1712
20 C -3.09573 -3.52477 -1.72113  -0.1993
21 C -1.03901 1.71405 1.97704  -0.2007
22 C 1.37057 2.48353 1.66773  -0.1657
23 C 0.16173 2.14698 0.95237  0.0918
24 C -0.63812 -0.06001 3.61343  -0.2285
25 C -0.51944 0.77085 0.97016  -0.1312
26 C -0.89180 1.27660 3.35226  -0.1444
27 C -2.41471 -2.54555 -1.04578  -0.2370
28 H -3.43218 -4.41145 -1.20945  0.2565
29 H 1.38726 -2.15851 1.08207  0.2522
30 H 2.65046 0.09592 1.85010  0.2296
31 H -0.14440 -2.03216 2.93364  0.2315
32 H -3.11300 -2.14234 -4.82989  0.2603
33 H 2.20804 5.22346 -0.10958  0.2591
34 H 1.60381 1.92220 2.55789  0.2409
35 H 1.66617 0.36052 -0.39805  0.4506
36 H 0.48125 -1.85612 -0.41086  0.2456
37 H -2.22876 -2.66081 0.01168  0.2266
38 H 3.50722 -0.60483 -1.63714  0.2495
39 H -1.13450 1.95294 4.15266  0.2464
40 H -0.70987 -0.39468 4.63676  0.2552
41 H 3.82687 0.44411 0.57361  0.2474
42 H 3.62499 -1.20963 1.16214  0.2429
43 H -1.85039 -0.41023 -3.63730  0.2534
44 H -1.93559 2.28835 1.75886  0.2686
45 H 0.24392 4.46232 -1.42963  0.2471
46 H 1.92416 -1.22732 -2.08288  0.2521
47 H -2.36220 -0.43629 0.75544  0.2591
48 H 2.98319 -2.18566 -1.02367  0.2349
49 H 2.94964 3.88036 1.85478  0.2560

***

> Look up the energy of the second one.

-271.06965 Ha

***

Please write out number 5 again, unchanged.
Formula: C3HNOS2
Source: OMol25
Level of theory: ωB97M-V/def2-TZVPD

The value obtained for the energy above the lowest of the compared OMol25 structures with the same formula, charge and spin is 1.9049 eV. The SMILES is N#CC(=O)C(=S)S. Its highest occupied orbital energy is -9.787 eV. Its energy is -1041.20195 Ha.

Last column: natural (NBO) charge in e.
Geometry (Å):
1 S 1.00991 -1.06863 1.39824  0.0942
2 S 0.21693 1.79238 1.26896  0.1978
3 O -1.27993 0.81440 -1.22816  -0.4158
4 N -0.53982 -1.99930 -2.21544  -0.1920
5 C 0.41032 0.25083 0.63223  -0.4430
6 C -0.34790 -1.08758 -1.47749  0.1551
7 C -0.46546 0.07120 -0.73847  0.4212
8 H 0.99595 1.22670 2.36013  0.1825

***

> The lowest energy belongs to which entry?

C47H60BrF5N6O3RuSSiTe